Entry 1:
ORCA calculation (the ωB97M-V functional and the def2-TZVPD basis) on a structure of composition C13H19Cl2RhSTe at a distorted geometry.

max |F| = 1.74 eV Å⁻¹
expectation value of S² = 6.01
spin multiplicity = 5
HOMO (alpha / beta) = -6.71 / -7.88 eV
ΔE to the lowest compared entry with this formula, charge and spin = 0.0059 eV
orbital gap (alpha / beta) = 6.913 / 6.982 eV

The geometry in XYZ format:
```
37
Properties=species:S:1:pos:R:3:forces:R:3
Te 8.26986 9.62825 11.43328 -0.2 -0.7 0.3
Rh 8.48477 9.33127 8.76724 -0.2 0.8 -0.2
Cl 8.01165 6.91179 8.35695 0.2 -0.7 -0.3
Cl 13.03224 8.09458 6.60200 -0.3 -0.5 -0.2
S 10.72172 8.72399 8.57577 0.0 -0.2 -0.5
C 10.50064 7.45112 7.36140 1.0 -0.6 0.1
C 5.51399 10.57194 6.00350 -1.5 -0.9 0.2
C 9.31568 5.54470 6.42588 -0.3 -0.9 -0.7
C 10.32791 5.35602 5.50348 0.9 -0.3 -0.9
C 11.57710 7.11159 6.47951 -0.1 1.1 0.0
C 5.43974 12.09877 7.95641 -0.8 0.4 -0.3
C 11.49734 6.15048 5.48047 -1.2 -0.4 1.1
C 6.37404 8.87720 12.12627 -0.1 0.2 0.6
C 5.32793 9.68523 8.34927 -0.4 -0.6 0.3
C 5.92874 10.75044 7.45535 1.0 0.1 0.2
C 9.37117 7.83451 11.79838 0.4 -0.1 0.8
C 7.43700 10.65366 7.50318 -0.1 -0.2 0.4
C 9.40754 6.58090 7.30133 0.0 1.4 0.7
H 12.31766 5.95225 4.79308 -0.3 0.2 0.2
H 4.35582 12.24059 7.77310 0.4 -0.2 -0.1
H 5.59146 8.69597 7.96724 -0.2 -0.1 0.0
H 4.22774 9.76584 8.41854 0.4 -0.1 -0.1
H 8.86781 6.96826 11.40247 -0.5 -0.1 -0.2
H 5.76403 9.75008 12.37536 0.1 -0.1 -0.1
H 10.32013 7.88921 11.26736 0.0 0.3 0.1
H 5.97942 11.29216 5.34622 0.2 0.1 -0.2
H 5.73859 9.74256 9.37611 -0.2 0.2 -0.4
H 5.57602 12.22723 9.01202 0.3 -0.1 0.7
H 5.80851 8.26222 11.44131 0.2 -0.1 -0.5
H 5.96378 12.90493 7.47686 0.2 0.5 -0.4
H 4.40968 10.74264 5.98805 0.6 -0.2 -0.4
H 5.72078 9.52873 5.67436 -0.1 0.8 0.0
H 9.54448 7.67888 12.87635 -0.1 0.2 -0.4
H 7.99478 11.26969 6.80899 0.0 0.2 -0.2
H 8.44981 4.88034 6.45852 0.3 0.3 -0.1
H 6.51078 8.30026 13.04567 0.2 0.2 -0.1
H 10.23998 4.56545 4.75194 -0.1 0.2 0.4
```
Positions in Å, forces in eV/Å.

Entry 2:
ORCA calculation (the ωB97M-V functional and the def2-TZVPD basis) on a cluster of 2 separate species, C3H5I3 in total at a distorted geometry.

max |F| = 5.65 eV Å⁻¹
spin multiplicity = 1
HOMO = -8.89 eV
ΔE to the lowest compared entry with this formula, charge and spin = 0.6890 eV
orbital gap = 8.727 eV

The geometry in XYZ format:
```
11
Properties=species:S:1:pos:R:3:forces:R:3
I -3.28356 -1.69560 -0.19072 -0.4 0.2 0.0
I -1.86359 1.91184 -0.38066 0.2 -0.6 0.1
I 2.55691 -0.87343 -0.53139 -0.1 0.0 0.1
C 1.20114 0.68485 -0.11147 -3.5 -4.4 0.2
C -0.83004 0.03760 -0.52490 3.0 1.3 1.4
C -1.29185 -1.08130 0.33357 0.5 -1.6 2.4
H -0.85384 -2.15538 0.16433 0.1 2.6 0.2
H 1.37233 1.40638 -0.79894 0.2 2.5 -1.7
H -0.81315 -0.28271 -1.52608 0.3 0.1 -1.4
H -1.27162 -0.83638 1.47491 -0.2 -0.5 -2.2
H 1.16171 0.86028 0.92858 0.0 0.6 0.8
```
Positions in Å, forces in eV/Å.

What is the spin multiplicity in the first record?
5

Repeat the first record exactly.
ORCA calculation (the ωB97M-V functional and the def2-TZVPD basis) on a structure of composition C13H19Cl2RhSTe at a distorted geometry.

max |F| = 1.74 eV Å⁻¹
expectation value of S² = 6.01
spin multiplicity = 5
HOMO (alpha / beta) = -6.71 / -7.88 eV
ΔE to the lowest compared entry with this formula, charge and spin = 0.0059 eV
orbital gap (alpha / beta) = 6.913 / 6.982 eV

The geometry in XYZ format:
```
37
Properties=species:S:1:pos:R:3:forces:R:3
Te 8.26986 9.62825 11.43328 -0.2 -0.7 0.3
Rh 8.48477 9.33127 8.76724 -0.2 0.8 -0.2
Cl 8.01165 6.91179 8.35695 0.2 -0.7 -0.3
Cl 13.03224 8.09458 6.60200 -0.3 -0.5 -0.2
S 10.72172 8.72399 8.57577 0.0 -0.2 -0.5
C 10.50064 7.45112 7.36140 1.0 -0.6 0.1
C 5.51399 10.57194 6.00350 -1.5 -0.9 0.2
C 9.31568 5.54470 6.42588 -0.3 -0.9 -0.7
C 10.32791 5.35602 5.50348 0.9 -0.3 -0.9
C 11.57710 7.11159 6.47951 -0.1 1.1 0.0
C 5.43974 12.09877 7.95641 -0.8 0.4 -0.3
C 11.49734 6.15048 5.48047 -1.2 -0.4 1.1
C 6.37404 8.87720 12.12627 -0.1 0.2 0.6
C 5.32793 9.68523 8.34927 -0.4 -0.6 0.3
C 5.92874 10.75044 7.45535 1.0 0.1 0.2
C 9.37117 7.83451 11.79838 0.4 -0.1 0.8
C 7.43700 10.65366 7.50318 -0.1 -0.2 0.4
C 9.40754 6.58090 7.30133 0.0 1.4 0.7
H 12.31766 5.95225 4.79308 -0.3 0.2 0.2
H 4.35582 12.24059 7.77310 0.4 -0.2 -0.1
H 5.59146 8.69597 7.96724 -0.2 -0.1 0.0
H 4.22774 9.76584 8.41854 0.4 -0.1 -0.1
H 8.86781 6.96826 11.40247 -0.5 -0.1 -0.2
H 5.76403 9.75008 12.37536 0.1 -0.1 -0.1
H 10.32013 7.88921 11.26736 0.0 0.3 0.1
H 5.97942 11.29216 5.34622 0.2 0.1 -0.2
H 5.73859 9.74256 9.37611 -0.2 0.2 -0.4
H 5.57602 12.22723 9.01202 0.3 -0.1 0.7
H 5.80851 8.26222 11.44131 0.2 -0.1 -0.5
H 5.96378 12.90493 7.47686 0.2 0.5 -0.4
H 4.40968 10.74264 5.98805 0.6 -0.2 -0.4
H 5.72078 9.52873 5.67436 -0.1 0.8 0.0
H 9.54448 7.67888 12.87635 -0.1 0.2 -0.4
H 7.99478 11.26969 6.80899 0.0 0.2 -0.2
H 8.44981 4.88034 6.45852 0.3 0.3 -0.1
H 6.51078 8.30026 13.04567 0.2 0.2 -0.1
H 10.23998 4.56545 4.75194 -0.1 0.2 0.4
```
Positions in Å, forces in eV/Å.

Among the records above, which one has the highest ΔE to the lowest compared entry with this formula, charge and spin?
C3H5I3

Which value of spin multiplicity does entry 2 give?
1